The following is a DFT calculation (ωB97M-V with the def2-TZVPD basis set) of one molecule with the formula C4H4O3.

The calculation puts the highest occupied orbital energy at -9.5066 eV. The calculation puts the HOMO-LUMO gap at 9.56 eV. The calculation puts the energy above the lowest of the compared OMol25 structures with the same formula, charge and spin at 4.379 eV. The LUMO energy is 0.05 eV. As for the spin multiplicity: 1. As for the max |F|: 0.70 eV/A.

The geometry in XYZ format:
```
11
Properties=species:S:1:pos:R:3:forces:R:3
C -1.3277 0.4595 -0.6524 0.01 0.01 0.04
C -0.0973 -0.1015 -0.0106 -0.24 0.18 -0.01
O -0.0648 -1.5501 0.1842 0.02 -0.15 0.10
C 0.0478 -0.7622 1.2755 -0.14 -0.10 0.65
O 0.1079 -0.8732 2.4535 -0.17 0.02 -0.68
C 2.1402 0.1402 0.1866 0.02 0.21 -0.38
O 1.1081 0.3782 -0.5924 0.28 -0.14 0.28
H -2.2112 0.1771 -0.0756 0.17 0.02 -0.07
H -1.4323 0.0635 -1.6678 0.10 0.05 0.13
H -1.2711 1.5494 -0.7011 0.05 -0.13 0.03
H 3.0005 0.5190 -0.3998 -0.09 0.03 -0.08
```
Positions in Å, forces in eV/Å.

natural (NBO) population analysis, charges in e, atoms 1 to 4:
1. C -0.66
2. C 0.38
3. O -0.46
4. C 0.76

***

The following is a DFT calculation (ωB97M-V with the def2-TZVPD basis set) of one molecule with the formula C4H5N3O2.

The calculation puts the highest occupied orbital energy at -9.4231 eV. The calculation puts the HOMO-LUMO gap at 9.04 eV. The structure (SMILES) is O=c1nc(NO)cc[nH]1. The calculation puts the energy above the lowest of the compared OMol25 structures with the same formula, charge and spin at 6.323 eV. The LUMO energy is -0.38 eV. As for the spin multiplicity: 1. As for the max |F|: 5.93 eV/A.

The geometry in XYZ format:
```
14
Properties=species:S:1:pos:R:3:forces:R:3
O 2.4432 -1.3536 -0.0425 -2.46 -0.12 1.05
C 1.3915 -0.6993 0.1335 5.13 1.90 -2.29
N 0.1279 -0.9687 0.0226 -2.48 0.41 0.15
C -0.7759 0.0160 -0.2774 5.12 -0.83 -0.53
N -1.9663 -0.6519 -0.5121 -0.71 -2.48 5.25
O -2.9776 -0.1386 0.4177 -1.15 0.99 1.53
C -0.3723 1.4196 -0.4372 -4.99 -1.73 1.61
C 0.8746 1.7031 0.0581 1.18 3.59 2.04
N 1.7430 0.7385 0.2120 3.02 -2.84 0.17
H -1.6664 -1.5271 0.1764 -0.97 1.60 -3.51
H -2.8260 -0.3132 1.4402 0.48 0.15 -3.16
H -1.4366 1.9079 -0.3352 2.80 0.54 -0.42
H 1.2988 2.7222 0.6154 -1.61 -2.17 -2.37
H 2.8650 0.6858 0.1823 -3.37 1.00 0.47
```
Positions in Å, forces in eV/Å.

natural (NBO) population analysis, charges in e, atoms 1 to 4:
1. O -0.63
2. C 0.75
3. N -0.59
4. C 0.45

***

The following is a DFT calculation (ωB97M-V with the def2-TZVPD basis set) of C22H34HfN2O5P2 as an isolated structure.

The calculation puts the highest occupied orbital energy (alpha / beta) at -5.9090 / -5.9095 eV. The calculation puts the HOMO-LUMO gap (alpha / beta) at 3.78 / 3.77 eV. The LUMO energy (alpha / beta) is -2.13 / -2.14 eV. As for the spin multiplicity: 1. As for the max |F|: 8.21 eV/A.

The geometry in XYZ format:
```
66
Properties=species:S:1:pos:R:3:forces:R:3
Hf -0.2163 0.4707 0.6457 -0.03 2.07 -2.76
P -2.7403 1.1991 1.4864 1.55 0.24 0.72
P 2.6674 0.8397 -0.5352 -0.67 -0.24 0.15
N -0.1073 2.1209 -0.3255 -0.06 -1.39 1.70
H -1.9019 0.6520 0.0725 -1.03 -0.76 -1.61
C -2.7275 2.3303 2.9387 -1.08 0.86 0.99
H -3.6678 2.4225 3.5152 0.06 -0.06 -0.30
H -2.4681 3.3613 2.6509 0.08 -0.39 -0.19
H -1.9725 2.0065 3.6633 -0.08 -0.13 -0.33
C -3.7471 -0.2147 2.0375 -0.37 -0.75 0.00
H -4.7479 -0.0284 2.4280 -0.04 0.68 -0.13
H -3.2512 -0.7713 2.8346 0.30 0.15 -0.11
H -3.8984 -0.9220 1.2207 0.27 0.06 -0.14
C -3.7043 2.0876 0.1863 -0.05 0.02 -0.20
H -4.7946 2.1186 0.2690 0.14 0.06 0.60
H -3.5161 1.5899 -0.7667 0.18 -0.06 0.15
H -3.3133 3.1009 0.0670 -0.01 0.00 0.15
C 3.9947 1.8668 0.1688 0.18 0.12 0.03
H 4.9165 1.7459 -0.4164 -0.06 0.12 0.24
H 4.1636 1.5693 1.2124 0.08 0.11 -0.23
H 3.6803 2.9177 0.1521 0.10 -0.21 0.03
C 3.4959 -0.7744 -0.6693 0.49 -0.12 -0.16
H 4.5094 -0.6550 -1.0674 0.00 -0.20 0.03
H 2.9142 -1.4281 -1.3235 0.07 0.10 0.10
H 3.5442 -1.2379 0.3201 0.07 -0.02 -0.07
C 2.6716 1.3807 -2.2748 -0.02 0.00 -0.05
H 3.6623 1.2423 -2.7245 -0.14 0.06 -0.01
H 2.3793 2.4344 -2.3268 -0.01 -0.17 -0.04
H 1.9275 0.7882 -2.8190 0.14 0.15 0.04
C -0.4367 3.0341 -1.2222 -0.54 0.50 -0.31
C -0.7217 5.3514 -1.8432 -0.17 0.52 -0.77
C -0.4181 4.4150 -0.8819 -0.05 -0.52 -0.46
C -0.8515 2.6152 -2.5073 -0.06 1.31 -0.72
C -1.1576 3.5711 -3.4803 0.26 0.78 0.77
C -1.0863 4.9491 -3.1461 -0.06 -0.13 -0.46
H -0.6555 6.4308 -1.6068 -0.14 -0.72 -0.16
H -0.1611 4.6706 0.1391 0.08 0.09 -0.08
H -0.9144 1.5617 -2.7245 0.07 -0.20 0.05
H -1.4224 3.2659 -4.4949 -0.02 0.11 0.30
H -1.3087 5.7110 -3.9176 0.16 -0.54 0.58
C 1.7357 0.0267 3.2877 -5.59 0.68 -5.97
O 1.1806 0.4953 2.1125 3.74 -1.79 6.29
C 0.9962 0.6256 4.4000 0.43 0.83 1.83
H 0.6436 -0.1467 5.0857 0.25 -0.12 0.00
H 0.1302 1.1722 4.0493 -0.13 -0.06 -0.51
H 1.5160 1.3610 5.0064 0.48 -0.03 0.19
C 2.0135 -1.4351 3.1357 1.32 -0.29 0.38
H 3.0818 -1.6581 3.0071 -0.15 -0.01 0.18
H 1.5232 -1.7599 2.2123 0.06 -0.02 0.29
H 1.6450 -1.9994 4.0104 0.23 0.31 -0.36
O -1.2700 -1.5596 0.4705 2.03 -1.93 -2.01
C -0.4400 -1.9576 -0.4747 -0.21 3.37 2.35
O 0.4848 -1.0988 -0.8377 -2.16 -1.99 0.19
C -0.4471 -3.3251 -0.9866 0.04 -1.04 -0.23
C 0.1319 -3.6119 -2.2272 0.06 -0.81 0.21
C 0.3200 -4.9472 -2.6164 -0.04 -0.56 0.19
C -0.0506 -6.0146 -1.7631 -0.71 3.82 1.02
C -0.6779 -5.6865 -0.5278 0.27 -1.15 -0.56
C -0.9003 -4.3705 -0.1561 0.26 0.02 -0.25
N 0.2002 -7.3500 -2.0996 1.03 -4.26 -1.74
O 0.7568 -7.6151 -3.2164 -1.46 1.00 2.93
O -0.1336 -8.2490 -1.2905 0.63 1.94 -1.53
H 0.4722 -2.8079 -2.8761 -0.08 -0.15 0.21
H 0.7908 -5.1886 -3.5667 -0.13 0.09 0.20
H -0.9506 -6.5304 0.1190 0.03 0.56 -0.25
H -1.3707 -4.1585 0.8075 0.21 0.08 -0.42
```
Positions in Å, forces in eV/Å.

natural (NBO) population analysis, charges in e, atoms 1 to 4:
1. Hf 1.65
2. P 0.97
3. P 0.94
4. N -0.94

***

The following is a DFT calculation (ωB97M-V with the def2-TZVPD basis set) of C34H44CdN8O2 as an isolated structure.

The calculation puts the highest occupied orbital energy at -4.3324 eV. The calculation puts the HOMO-LUMO gap at 3.47 eV. The calculation puts the energy above the lowest of the compared OMol25 structures with the same formula, charge and spin at 3.129 eV. The LUMO energy is -0.86 eV. As for the spin multiplicity: 1. As for the max |F|: 5.94 eV/A.

The geometry in XYZ format:
```
89
Properties=species:S:1:pos:R:3:forces:R:3
Cd 0.6208 0.6539 -0.3567 0.91 0.85 2.94
C -3.6169 -0.9324 2.8175 -0.05 -0.14 -0.13
C -2.9559 -1.4832 4.0516 -0.35 0.20 0.34
C -3.7552 -1.6562 5.1975 0.62 -0.25 0.14
C -3.2283 -2.1976 6.3692 -0.14 0.13 -0.22
C -1.8935 -2.5782 6.4135 0.12 -0.02 -0.33
C -1.0852 -2.3940 5.2922 -0.19 0.25 0.21
C -1.5865 -1.8076 4.1166 -0.53 -0.20 1.09
N -0.6869 -1.7006 3.0312 0.04 -0.88 -0.78
C -0.5322 -0.6360 2.1618 0.10 0.93 -0.51
N -0.8050 0.5794 2.7489 0.22 -0.74 0.16
C -0.6039 1.8659 2.2129 -0.01 2.26 -1.45
C -0.1126 2.0373 0.9131 -1.57 1.88 1.61
C 0.0487 3.2986 0.3451 -0.24 1.13 2.38
C -0.3021 4.4294 1.0711 0.11 0.14 0.16
C -0.8202 4.2901 2.3582 0.12 -0.44 -0.28
C -0.9876 3.0175 2.9358 0.06 0.12 0.12
C -1.5718 2.9225 4.3195 -0.05 0.02 -0.02
N -0.1210 -0.7442 0.9277 -2.28 -3.40 3.54
C 0.2455 -1.9936 0.4065 0.08 -1.32 1.42
C 1.5329 -2.4825 0.6681 0.05 -0.41 0.12
C 1.9402 -3.7253 0.1844 -0.33 0.17 -0.03
C 1.0619 -4.4904 -0.5763 -0.12 -0.05 -0.03
C -0.2140 -4.0046 -0.8650 0.63 0.11 1.09
C -0.6269 -2.7458 -0.3966 -0.52 -1.54 0.86
C -2.0097 -2.2628 -0.7276 -0.35 -2.13 3.58
H -4.6797 -1.1988 2.7943 0.18 0.07 0.15
H -3.1782 -1.3493 1.9088 0.12 0.25 0.00
H -3.5396 0.1583 2.7976 0.06 -0.09 -0.21
H -4.8087 -1.3826 5.1742 0.21 -0.03 -0.15
H -3.8645 -2.3344 7.2398 0.08 0.04 -0.13
H -1.4792 -3.0166 7.3174 -0.03 0.05 -0.16
H -0.0394 -2.6917 5.3420 -0.16 0.15 -0.16
H -0.5540 -2.6040 2.5886 0.31 0.26 -0.15
H -0.9344 0.5478 3.7480 -0.07 -0.14 -0.03
H 0.4446 3.3820 -0.6618 -0.07 0.89 1.61
H -0.1802 5.4170 0.6348 -0.03 0.11 0.11
H -1.1011 5.1850 2.9096 -0.04 -0.23 0.08
H -1.8624 3.9062 4.7034 0.09 -0.16 -0.09
H -0.8370 2.5002 5.0124 -0.15 -0.09 0.14
H -2.4704 2.2970 4.3120 0.05 -0.08 0.18
H 2.2203 -1.8791 1.2561 -0.24 0.05 -0.08
H 2.9412 -4.0897 0.3975 -0.12 0.04 0.00
H 1.3731 -5.4601 -0.9563 -0.05 0.10 0.04
H -0.8863 -4.6087 -1.4705 -0.05 0.07 0.24
H -2.3041 -2.5956 -1.7289 -0.01 -0.77 4.98
H -2.0719 -1.1703 -0.7274 -0.65 -2.10 2.26
H -2.7257 -2.6622 -0.0036 -0.05 -0.01 0.26
C 1.9737 3.0299 -2.5372 0.05 5.09 1.43
C 0.5035 2.8611 -2.4808 -1.25 0.43 -1.12
N -0.1681 2.0199 -1.7227 -1.61 1.99 -5.36
C -1.4903 2.2278 -2.0169 -0.63 1.51 -0.09
C -1.6277 3.2094 -2.9677 -0.07 -0.44 0.49
N -0.3515 3.6053 -3.2555 0.96 0.03 0.03
H 2.4673 2.3427 -1.8431 -2.17 2.32 -1.10
H 2.2549 4.0514 -2.2633 -0.10 0.35 0.18
H 2.3469 2.8230 -3.5449 0.90 3.04 0.15
H -2.2708 1.6594 -1.5280 0.53 1.01 -0.04
H -2.4920 3.6451 -3.4473 0.13 -0.08 0.13
H -0.0782 4.3173 -3.9184 -0.05 -0.12 0.23
N 4.3950 0.7351 -3.6424 0.37 0.24 -0.38
C 3.0510 0.2041 -4.0582 -0.66 -0.38 0.18
C 1.9539 0.8152 -3.1666 0.06 -2.94 -1.15
N 2.1996 0.6539 -1.7254 3.87 -0.95 -2.61
C 3.5393 1.1212 -1.3380 1.27 -1.45 -0.16
C 4.6780 0.5182 -2.1816 -0.40 0.13 0.63
H 4.4261 1.7447 -3.8384 0.04 -0.31 0.12
H 5.1341 0.3030 -4.2109 -0.25 0.14 0.15
H 3.0932 -0.8857 -3.9608 0.05 0.15 0.06
H 2.9124 0.4748 -5.1087 0.03 -0.04 0.05
H 0.9893 0.3595 -3.4151 0.40 -0.13 -0.01
H 1.8596 1.8853 -3.3886 -0.62 -5.17 -1.13
H 2.0765 -0.3495 -1.4508 1.08 0.38 -0.71
H 3.7059 0.8839 -0.2817 -0.37 -0.16 0.15
H 3.5664 2.2147 -1.4199 1.60 -0.68 0.71
H 4.7673 -0.5625 -2.0298 -0.11 0.15 -0.08
H 5.6359 1.0005 -1.9674 -0.08 -0.08 0.00
O -2.3357 0.0194 -1.7533 -0.54 0.09 -1.37
C -1.4332 -0.7317 -2.1112 -0.63 1.49 -2.14
C -1.6726 -1.8310 -3.0941 -0.24 0.21 -3.67
C -0.3264 -2.4723 -3.2303 -0.12 -0.85 -1.17
C 0.5333 -1.6685 -2.3102 0.37 -1.37 -0.98
O 1.7268 -1.9158 -2.1643 0.36 0.27 -0.18
N -0.1638 -0.7046 -1.7152 -0.34 -0.08 -2.40
H -2.0229 -1.4166 -4.0444 0.01 0.21 0.00
H -2.4177 -2.5303 -2.7028 -0.12 0.94 -3.94
H 0.0533 -2.4057 -4.2544 0.13 -0.10 0.09
H -0.3414 -3.5193 -2.9128 0.35 0.48 -0.58
H 1.9478 0.6539 0.7937 2.12 -0.36 0.74
```
Positions in Å, forces in eV/Å.

Mulliken population analysis, charges in e, atoms 1 to 4:
1. Cd -0.34
2. C -0.87
3. C 1.45
4. C -0.86

***

The following is a DFT calculation (ωB97M-V with the def2-TZVPD basis set) of one molecule with the formula C7H11FO.

The calculation puts the highest occupied orbital energy (alpha / beta) at -8.2781 / -6.8485 eV. The calculation puts the HOMO-LUMO gap (alpha / beta) at 9.10 / 7.25 eV. The calculation puts the energy above the lowest of the compared OMol25 structures with the same formula, charge and spin at 4.427 eV. The LUMO energy (alpha / beta) is 0.82 / 0.40 eV. As for the spin multiplicity: 1. As for the max |F|: 3.76 eV/A.

The geometry in XYZ format:
```
20
Properties=species:S:1:pos:R:3:forces:R:3
C -0.4264 1.5292 -0.2634 1.85 0.08 2.54
C -1.6355 0.7195 0.2156 -1.20 2.23 -1.53
C 0.9407 1.1026 0.4792 -1.10 -0.07 -0.16
C -1.9551 -0.5263 -0.5772 -0.96 1.17 -1.89
C -0.8645 -1.3040 -1.1920 0.09 2.07 0.54
C 1.5383 -0.0912 -0.0783 0.07 -1.02 -2.08
C 1.9101 -1.2583 0.6952 1.36 0.50 3.47
O -1.4620 -1.7580 -0.1036 -0.45 -1.60 2.69
F 1.9802 -0.0183 -1.3669 0.34 0.26 0.23
H -0.1892 1.4450 -1.3007 -0.23 0.07 -0.83
H -0.4605 2.5933 0.0531 -0.69 -0.51 -0.56
H -1.4012 0.2651 1.1232 0.16 0.06 2.25
H -2.4796 1.5447 0.3013 1.12 -2.37 -0.03
H 1.5620 1.9890 0.3611 0.53 -0.02 0.26
H 0.8599 0.7988 1.5494 -0.49 1.02 -0.49
H -2.9795 -0.6226 -0.9981 0.73 0.08 0.31
H -0.9720 -1.8925 -2.0298 0.39 -1.20 -2.18
H 2.2075 -2.2127 0.2196 -0.48 0.83 0.02
H 1.0110 -1.3250 1.3712 0.90 -0.88 -0.43
H 2.8159 -0.9785 1.5411 -1.94 -0.71 -2.14
```
Positions in Å, forces in eV/Å.

natural (NBO) population analysis, charges in e, atoms 1 to 4:
1. C -0.37
2. C -0.45
3. C -0.50
4. C 0.00

***

The following is a DFT calculation (ωB97M-V with the def2-TZVPD basis set) of C27H24AsI2N2O12SV as an isolated structure.

The calculation puts the highest occupied orbital energy (alpha / beta) at -3.6437 / -5.6732 eV. The calculation puts the HOMO-LUMO gap (alpha / beta) at 5.76 / 7.64 eV. The LUMO energy (alpha / beta) is 2.11 / 1.96 eV. As for the spin multiplicity: 4. As for the max |F|: 2.18 eV/A. As for the net charge: -1.

The geometry in XYZ format:
```
70
Properties=species:S:1:pos:R:3:forces:R:3
V 0.0497 -0.5084 0.1334 0.75 1.39 1.51
O 0.2623 -3.9513 2.8160 0.22 0.11 -0.01
As -0.3028 -2.2918 2.4348 0.16 -0.92 0.08
O -1.7088 -2.5814 1.6313 0.15 0.30 0.07
O 0.9868 -1.5807 1.5972 -0.26 -0.45 0.30
C -0.2178 -1.6598 4.2620 0.15 0.46 -0.01
C -0.0994 -2.5569 5.3163 -0.02 0.05 -0.04
C 0.1894 -2.0885 6.5904 -0.03 0.03 0.07
C 0.3671 -0.7299 6.8204 0.02 -0.06 0.03
C 0.2267 0.1772 5.7819 -0.05 -0.05 -0.07
C -0.0665 -0.2942 4.5119 -0.21 -0.35 -0.05
S -0.1915 0.8610 3.1722 0.20 0.21 -0.25
O -0.7734 2.0790 3.6800 -0.28 -0.22 0.13
O 1.1822 1.0275 2.6994 -0.18 0.02 0.29
O -1.0423 0.1584 2.1617 0.46 0.34 0.35
H 0.0015 -4.4626 2.0414 -0.09 -0.09 0.06
H -0.2122 -3.6141 5.1251 0.04 -0.02 0.01
H 0.2874 -2.7912 7.4094 0.00 0.01 -0.02
H 0.6237 -0.3780 7.8121 -0.05 0.00 0.00
H 0.3426 1.2424 5.9355 -0.02 -0.02 0.01
O -6.2473 -1.2859 -2.5024 -0.02 0.07 0.05
C -5.9717 -0.3904 -1.4298 0.00 -0.09 -0.09
C -4.4904 -0.2975 -1.2160 -0.01 0.10 0.09
C -3.9352 0.8233 -0.6022 -0.18 -0.03 -0.06
C -2.5894 0.8562 -0.3424 0.30 -0.17 0.02
N -1.7468 -0.1478 -0.6655 -1.61 -0.09 -0.38
C -2.2923 -1.2425 -1.2549 0.10 0.20 0.09
C -3.6474 -1.3394 -1.5355 0.05 -0.17 -0.18
C -1.3543 -2.3555 -1.4540 0.31 -0.05 0.09
C -1.6212 -3.5060 -2.1822 -0.24 0.12 -0.08
C -0.6935 -4.5267 -2.2179 0.14 -0.11 0.06
C -0.9791 -5.8139 -2.9385 -0.06 -0.06 0.13
O -1.6814 -6.7482 -2.1155 0.04 0.05 -0.06
C 0.5043 -4.3583 -1.5200 -0.03 -0.03 -0.13
C 0.7387 -3.1769 -0.8529 -0.27 0.10 -0.13
N -0.1777 -2.1961 -0.8152 -0.50 -1.62 -0.73
H -7.2002 -1.3922 -2.5706 0.03 -0.01 0.02
H -6.4343 -0.7511 -0.5053 -0.04 -0.02 0.05
H -6.3715 0.6062 -1.6354 -0.01 0.05 -0.04
H -4.5509 1.6692 -0.3199 0.03 -0.02 0.00
H -2.1493 1.7064 0.1569 0.08 -0.01 0.02
H -4.0509 -2.2391 -1.9779 0.01 0.03 0.01
H -2.5562 -3.6034 -2.7200 0.02 -0.02 0.03
H -0.0412 -6.2503 -3.2922 0.04 -0.04 -0.03
H -1.6221 -5.6372 -3.7990 0.00 0.01 -0.04
H -1.3000 -6.7125 -1.2319 -0.01 0.02 0.00
H 1.2591 -5.1360 -1.5123 0.00 0.03 -0.06
H 1.6630 -2.9909 -0.3257 -0.01 0.08 0.12
I 0.7914 2.4277 0.4625 0.13 0.73 -0.19
C 0.7423 3.2799 -1.4795 0.09 -0.18 -0.14
I -0.9548 2.8602 -2.6887 0.03 0.09 -0.03
H 1.5959 2.8806 -2.0167 -0.05 0.01 -0.08
H 0.7879 4.3556 -1.3743 0.05 0.02 -0.02
O 2.5203 0.5602 -3.0379 -0.03 -0.01 -0.16
C 2.1981 -0.0050 -1.9990 -0.31 0.25 0.20
O 1.0217 0.0462 -1.4733 0.84 0.26 -0.82
C 3.2408 -0.7933 -1.2536 0.11 -0.09 -0.10
C 3.4240 -0.6435 0.1094 -0.01 -0.02 0.23
C 4.4115 -1.3639 0.7962 -0.05 0.07 0.03
C 5.1734 -2.2259 0.0542 0.02 0.07 0.07
O 6.2022 -3.0353 0.4780 0.12 -0.14 -0.04
C 6.6687 -3.7218 -0.6820 -0.18 0.14 0.03
O 5.9035 -3.2834 -1.8015 0.10 -0.08 0.05
C 4.9970 -2.3694 -1.3073 0.02 -0.04 -0.08
C 4.0537 -1.6619 -1.9970 -0.01 -0.04 -0.07
H 2.8034 0.0437 0.6757 0.03 -0.10 -0.06
H 4.5567 -1.2454 1.8619 -0.03 -0.02 -0.04
H 6.5372 -4.7963 -0.5478 -0.07 -0.09 0.02
H 7.7212 -3.4884 -0.8445 0.09 0.08 -0.02
H 3.9281 -1.7573 -3.0672 0.00 0.04 0.01
```
Positions in Å, forces in eV/Å.

natural (NBO) population analysis, charges in e, atoms 1 to 4:
1. V 1.20
2. O -1.04
3. As 2.44
4. O -1.14